The following is a DFT calculation (the ωB97M-V functional and the def2-TZVPD basis) of a molecular structure, H42Li4O33S3 at a distorted geometry.

Atoms and positions in Å:
Li: -3.15102 0.75591 1.53772
Li: -0.37310 -0.23017 -0.07005
Li: 0.43098 -1.31983 3.34902
Li: 0.65877 2.83595 -0.36975
S: -2.23168 2.13708 -1.13711
O: -3.05525 1.70527 -0.01652
O: -1.27141 1.00998 -1.54663
O: -3.02126 2.63233 -2.29465
O: -1.38086 3.31667 -0.71042
S: -2.30859 -1.62237 2.12998
O: -3.66020 -0.91597 2.01335
O: -1.50829 -1.00672 3.34169
O: -2.47521 -3.05919 2.42051
O: -1.46585 -1.31800 0.91331
S: 1.56859 0.92795 1.86998
O: 1.12475 1.56629 3.14669
O: 1.68914 -0.53966 2.18033
O: 0.64133 1.17392 0.72103
O: 2.86377 1.48408 1.43011
O: 1.04095 1.94547 -2.03153
H: 1.64844 1.30225 -1.75000
H: 0.18615 1.46928 -1.83500
O: -5.05038 1.19825 -3.31243
H: -5.38915 0.63591 -2.56462
H: -4.37972 1.73268 -2.85997
O: 3.68377 -2.06632 1.02331
H: 4.36312 -1.38306 1.01651
H: 2.93037 -1.57409 1.36970
O: -2.29187 1.66321 3.08006
H: -1.61387 2.32250 2.71280
H: -1.76876 0.96078 3.47122
O: 0.19553 -1.14405 -4.10462
H: -0.75864 -1.28668 -3.95691
H: 0.36042 -0.21105 -4.24425
O: -2.13236 2.20640 -5.06299
H: -2.57882 2.55217 -4.31422
H: -2.40359 1.33479 -5.28983
O: 0.87780 -0.55997 5.34774
H: 1.01436 0.30097 4.91514
H: 0.16230 -0.49301 5.96176
O: 0.25944 -3.48351 3.22188
H: -0.67425 -3.64930 3.24962
H: 0.60552 -3.76669 2.33876
O: 3.55279 -2.46245 -1.50569
H: 4.30500 -3.06909 -1.67064
H: 3.52818 -2.32357 -0.50267
O: 0.54395 -1.31189 -1.42724
H: 0.40749 -1.12927 -2.36740
H: 1.46094 -1.71654 -1.51897
O: -0.93239 5.38757 1.08319
H: -1.46936 4.91654 0.36250
H: -1.19979 4.89289 1.85139
O: 4.95488 0.34608 -0.08498
H: 4.21645 0.47351 -0.69357
H: 4.55223 0.74828 0.75283
O: 3.19726 0.17301 -2.28750
H: 3.31492 -0.75367 -2.05005
H: 3.23880 0.36027 -3.20317
O: 0.49746 1.47720 -4.65886
H: -0.41218 1.85212 -4.78233
H: 0.88739 1.79756 -3.81577
O: -2.07351 -0.66699 6.07347
H: -1.85039 -1.06291 5.20718
H: -2.87153 -0.12817 5.84028
O: 2.81529 3.84438 4.01230
H: 2.07495 3.28576 3.72992
H: 3.48072 3.14542 3.74004
O: 0.20303 -5.40834 -1.99986
H: -0.69381 -5.13645 -1.88171
H: 0.77569 -4.70959 -1.66735
O: -2.72362 -3.89748 -1.88634
H: -2.46854 -3.00585 -2.27899
H: -2.78250 -3.67347 -0.96656
O: 2.18118 4.01590 0.03765
H: 1.80628 4.48943 0.80835
H: 2.81467 3.34876 0.40678
O: 0.73047 -4.02318 0.69691
H: 0.56420 -4.94032 0.52914
H: 0.17683 -3.42780 0.22628
O: -2.63955 -0.80889 -3.22797
H: -3.28278 -0.21894 -3.63031
H: -2.24245 -0.22030 -2.54106

## Properties
**E_HOMO**: -5.2 eV
**F_max**: 0.0648 Eh/bohr
**Net charge**: -2
**Orbital gap**: 9.05 eV

The following is a DFT calculation (the ωB97M-V functional and the def2-TZVPD basis) of 21 unconnected molecules or ions with the total composition H42O21 at a distorted geometry.

Atoms and positions in Å:
O: -1.74457 0.29440 0.42152
H: -1.49599 0.43760 1.37104
H: -1.45353 1.20384 0.14924
O: -2.17968 -3.51294 -1.62792
H: -1.81054 -3.40443 -2.50552
H: -2.93014 -2.86419 -1.61970
O: 1.31165 0.46289 4.10673
H: 1.72520 -0.12472 3.42811
H: 1.42325 1.24910 3.58584
O: -0.67717 -4.47746 0.46317
H: -1.08292 -4.80164 1.28353
H: -1.31610 -4.06383 -0.07738
O: -3.07916 -0.25751 -2.16169
H: -2.86451 -0.59668 -3.05684
H: -2.50830 -0.59960 -1.47114
O: 1.42743 -3.09849 1.41454
H: 1.17780 -3.99419 1.11010
H: 0.99369 -2.57822 0.71624
O: 0.77309 -1.28485 -3.26573
H: 0.80837 -0.33955 -3.00385
H: 1.67189 -1.48155 -3.52044
O: -3.69482 -0.55572 2.39851
H: -3.54024 -0.09014 1.56045
H: -4.61662 -0.40965 2.63474
O: -1.55409 -2.55675 -4.63561
H: -0.60872 -2.32877 -4.60857
H: -1.72184 -3.22367 -5.30757
O: 0.98062 1.49609 -2.16370
H: 0.91755 2.44376 -1.97719
H: 1.96232 1.43129 -2.08624
O: -1.77925 3.77642 2.76640
H: -0.87583 4.07313 3.02536
H: -1.88047 2.86679 3.14365
O: -1.57126 0.95186 3.18303
H: -2.24175 0.25133 3.36170
H: -0.73286 0.75818 3.60571
O: 3.12879 -1.61832 2.72720
H: 2.62832 -2.35655 2.34235
H: 3.94366 -2.03959 3.04384
O: 3.76755 0.56723 -1.76942
H: 3.58891 0.31767 -0.82150
H: 4.28378 1.37741 -1.75681
O: 0.98581 3.81779 3.53789
H: 1.12137 4.22012 4.40092
H: 1.67769 4.17674 2.96961
O: 2.44056 0.17938 0.49221
H: 1.67441 -0.33492 0.14796
H: 2.81362 -0.29931 1.29401
O: -3.38333 2.34616 -1.81737
H: -3.90807 2.68344 -2.55813
H: -3.35831 1.34970 -1.96599
O: -1.47597 2.99196 0.05136
H: -2.14503 2.78507 -0.64214
H: -1.97416 3.34790 0.83126
O: 3.85670 -1.23495 -3.87125
H: 4.69055 -1.78678 -3.82110
H: 3.89434 -0.47203 -3.22567
O: 0.22868 -1.42584 -0.49945
H: -0.53736 -0.79718 -0.31046
H: 0.42406 -1.39753 -1.45688
O: 1.72608 3.14168 0.56908
H: 1.97808 2.26115 0.79892
H: 0.71680 3.14748 0.66910

## Properties
**E_HOMO**: -10.6 eV
**F_max**: 0.0516 Eh/bohr
**Net charge**: 0
**Orbital gap**: 10.88 eV
**ΔE to the lowest compared entry with this formula, charge and spin**: 2.467 eV

The following is a DFT calculation (the ωB97M-V functional and the def2-TZVPD basis) of 21 unconnected molecules or ions with the total composition H43O21 at a distorted geometry.

Atoms and positions in Å:
O: -3.96677 0.44445 2.63409
H: -4.13555 -0.32212 3.19445
H: -4.59917 1.07093 3.03575
O: 0.73070 -0.46197 -2.80058
H: 1.53591 0.03932 -2.62924
H: -0.11756 -0.01596 -2.58744
O: 3.78866 -1.75522 2.37208
H: 3.83651 -2.67193 2.72280
H: 4.59113 -1.33024 2.06325
O: 2.22781 -1.84031 -1.05995
H: -3.62088 3.80176 1.99633
H: 3.00731 -0.01818 -5.15127
O: 2.39053 2.93474 -2.96819
H: 3.15230 3.24742 -2.48368
H: 1.80172 2.44506 -2.40146
O: -3.51221 2.87737 2.18283
H: 1.64260 -1.10590 -1.28290
H: -2.60996 2.59801 2.26433
O: -1.56655 4.46943 1.31331
H: -1.53764 5.16514 1.96715
H: -0.74497 3.98951 1.34497
O: -1.81215 -0.79970 0.37955
H: -0.86048 -1.04948 0.63524
H: -2.10229 0.04366 0.76376
O: -0.21948 1.39551 0.45763
H: -0.43566 2.32585 0.58791
H: -0.20383 1.28186 -0.49956
O: 1.02986 -2.42722 2.16971
H: 0.30805 -1.84501 2.55192
H: 1.65248 -1.84122 2.63244
O: -1.75927 2.41929 -1.24143
H: -2.62680 2.25050 -1.61541
H: -1.94531 2.69330 -0.32511
O: 1.78410 4.02044 2.61898
H: 2.15920 3.11580 2.58513
H: 1.91112 4.27257 1.70091
O: -1.43056 -4.84578 -1.39009
H: -2.08768 -4.13707 -1.89076
H: -1.58686 -4.58347 -0.45100
O: 0.26821 -3.77070 -2.91313
H: 1.23089 -3.73469 -2.76658
H: -0.58745 -4.20822 -1.48077
O: 2.88328 -2.59833 -3.53200
H: 2.52380 -1.67366 -3.52989
H: 0.09228 -2.81703 -3.14183
O: -0.56346 0.26602 3.22736
H: 1.72694 -2.38589 -0.44602
O: 1.58627 -0.01612 4.98613
H: 1.90680 -0.79519 5.44123
H: 1.19419 -0.27087 4.07345
O: -2.99107 -3.23700 -2.63776
H: -3.78182 -3.21535 -2.07784
H: -3.02528 -2.32969 -2.98926
O: 2.68646 0.49946 -4.36582
H: 3.35525 -2.47954 -2.69981
H: 2.28631 1.32192 -4.68518
O: -0.26022 4.19210 -0.80634
H: -0.95699 4.43539 -1.44330
H: 0.28436 4.98593 -0.83717
O: -1.00917 -3.33448 0.63201
H: -1.44601 -2.47525 0.68953
H: -0.47207 -3.69146 1.34110
H: -0.32907 0.83664 2.46817
H: -0.67081 0.64488 4.09726

## Properties
**E_HOMO**: -13.2 eV
**F_max**: 0.0593 Eh/bohr
**Net charge**: +1
**Orbital gap**: 10.25 eV
**ΔE to the lowest compared entry with this formula, charge and spin**: 5.129 eV

The following is a DFT calculation (the ωB97M-V functional and the def2-TZVPD basis) of 23 unconnected molecules or ions with the total composition H46O23 at a distorted geometry.

Atoms and positions in Å:
O: -19.35050 6.04882 -3.50794
H: -19.88459 6.31881 -2.76088
H: -19.47061 6.74563 -4.15313
O: -13.15884 2.98327 -4.10220
H: -13.71636 2.49231 -4.70582
H: -12.55704 3.46521 -4.66946
O: -19.72114 3.06861 -7.74140
H: -19.53063 4.00411 -7.81065
H: -19.53856 2.85360 -6.82671
O: -16.77919 1.83145 -0.80460
H: -16.34488 0.99767 -0.98461
H: -16.56485 2.38132 -1.55822
O: -19.31422 3.62049 -4.83839
H: -19.91444 3.28040 -4.17483
H: -19.31307 4.56737 -4.69824
O: -15.98232 1.84916 -5.49199
H: -16.56254 1.64694 -6.22594
H: -15.67143 0.99583 -5.18967
O: -11.88918 1.56937 -2.22419
H: -11.12605 2.12486 -2.06516
H: -12.28558 1.92777 -3.01833
O: -15.02028 5.39397 -3.30470
H: -15.69049 4.73494 -3.12380
H: -14.47108 4.99823 -3.98146
O: -20.81880 2.49103 -2.89437
H: -21.08830 2.42833 -1.97803
H: -21.63193 2.65158 -3.37321
O: -12.96595 6.32201 -1.38424
H: -13.43167 5.60372 -1.81248
H: -13.20957 6.24958 -0.46140
O: -15.22102 7.84568 -2.23370
H: -14.49883 7.65429 -1.63534
H: -15.26204 7.08385 -2.81179
O: -16.01049 4.46322 -6.58908
H: -15.09701 4.55217 -6.86088
H: -16.00443 3.74222 -5.95951
O: -18.60677 5.90529 -7.71342
H: -18.26341 6.79633 -7.64727
H: -17.92853 5.35685 -7.31915
O: -19.02679 0.41717 -2.46201
H: -19.69666 1.07550 -2.64668
H: -18.34324 0.89542 -1.99267
O: -19.09881 2.28071 0.87302
H: -18.20832 2.46079 0.57164
H: -19.25751 2.93252 1.55580
O: -16.48554 0.68264 -8.35578
H: -16.22584 0.01817 -7.71760
H: -15.66003 1.06412 -8.65448
O: -15.58623 -0.53799 -0.86186
H: -14.87769 -1.00959 -1.29978
H: -16.31590 -1.15742 -0.85081
O: -21.41174 2.95278 -0.23804
H: -20.67450 2.69186 0.31390
H: -22.15286 3.01402 0.36466
O: -16.42960 7.70300 -5.70199
H: -15.74423 7.87263 -6.34832
H: -16.35713 6.76697 -5.51538
O: -13.08395 4.60313 -6.75402
H: -12.19377 4.32599 -6.53720
H: -13.07599 4.71379 -7.70476
O: -14.80433 -0.38390 -4.89477
H: -14.90132 -1.27024 -4.54656
H: -13.90263 -0.34883 -5.21405
O: -20.24847 -0.98477 -5.80140
H: -19.66653 -0.22479 -5.80182
H: -20.25090 -1.28568 -6.71008
O: -16.70138 3.28871 -3.32092
H: -16.38112 2.89806 -4.13397
H: -17.63694 3.42365 -3.47173

## Properties
**E_HOMO**: -9.6 eV
**F_max**: 0.0235 Eh/bohr
**Net charge**: 0
**Orbital gap**: 8.73 eV
**ΔE to the lowest compared entry with this formula, charge and spin**: 2.620 eV

The following is a DFT calculation (the ωB97M-V functional and the def2-TZVPD basis) of 2 unconnected molecules or ions with the total composition H4I2Si2 at a distorted geometry.

Atoms and positions in Å:
Si: 1.04219 -0.13775 -0.63199
Si: -0.97050 -0.00908 0.34458
I: -2.24574 2.03159 0.03023
I: -2.41382 -1.90550 -0.07795
H: 1.68702 -1.20658 0.21650
H: 1.12931 -0.34469 -2.00332
H: 1.87498 1.10211 -0.14095
H: -0.10344 0.46990 2.26289

## Properties
**E_HOMO**: -9.3 eV
**F_max**: 0.0672 Eh/bohr
**Net charge**: 0
**Orbital gap**: 8.55 eV
**ΔE to the lowest compared entry with this formula, charge and spin**: 1.874 eV

The following is a DFT calculation (the ωB97M-V functional and the def2-TZVPD basis) of a molecular structure, H4INP2 at a distorted geometry.

Atoms and positions in Å:
N: -0.00557 0.23825 -2.10109
P: -0.32359 0.59921 1.07368
P: 0.54785 -0.33538 -0.72925
I: 1.48957 -2.65205 1.10817
H: -0.89687 -0.08670 -2.37311
H: -1.36774 -0.11416 0.75955
H: 0.10909 -0.46188 1.95554
H: 2.01551 -0.13153 -0.82704

## Properties
**E_HOMO (spin up / spin down)**: -7.6 / -9.2 eV
**F_max**: 0.0626 Eh/bohr
**Net charge**: 0
**Orbital gap (spin up / spin down)**: 8.33 / 5.69 eV
**ΔE to the lowest compared entry with this formula, charge and spin**: 0.263 eV
**Multiplicity**: 3

The following is a DFT calculation (the ωB97M-V functional and the def2-TZVPD basis) of 2 unconnected molecules or ions with the total composition H4N2O at a distorted geometry.

Atoms and positions in Å:
H: 0.80851 -0.87739 0.76291
H: -0.49259 -1.46818 -0.75799
H: 0.06892 2.59011 -0.55252
H: -1.09777 2.03810 0.26835
N: 0.79433 -1.91598 0.56182
N: 0.07687 -2.25636 -0.35243
O: -0.15826 1.88969 0.06987

## Properties
**E_HOMO**: -9.1 eV
**F_max**: 0.0392 Eh/bohr
**Net charge**: 0
**Orbital gap**: 9.69 eV
**ΔE to the lowest compared entry with this formula, charge and spin**: 0.041 eV
**SMILES**: [H]/N=N\[H].O